# 1
The following is a quantum chemistry calculation of C4H14NO2 as an isolated structure at a distorted geometry, from the Open Molecules 2025 dataset.

energy	-365.57425	Ha
highest occupied orbital energy	-13.71	eV
M	108.16	g/mol
total charge	+1
ΔE to the lowest compared entry with this formula, charge and spin	160.94	kcal/mol

Structure (XYZ):
```
21
C4H14NO2 (ωB97M-V/def2-TZVPD)
O 4.5691 0.6058 -0.6915
O -1.7566 0.9134 -1.9731
N 0.8067 0.2857 -0.6802
C -0.3925 -1.8672 -0.0117
C -1.6792 0.1037 -0.6908
C -1.8761 0.8013 0.5323
C -0.3676 -0.5685 -0.8165
H -0.7045 1.5814 3.7447
H -0.9656 1.0336 4.2495
H 0.5859 -2.2933 0.0687
H -2.3761 -0.7427 -0.7710
H 0.6361 0.8000 0.1710
H -0.8252 -1.7312 0.9990
H -2.3877 1.6642 -1.7211
H -1.5131 1.7934 0.6634
H 5.0594 1.2177 -0.1141
H 5.1188 -0.1103 -1.0382
H -2.4022 0.3432 1.3491
H 1.7373 -0.1973 -0.6864
H -0.8967 -2.7212 -0.6375
H -0.3702 -0.9117 -1.9454
```

# 2
The following is a quantum chemistry calculation of a 2-piece molecular cluster, C4H14NO2 overall at a distorted geometry, from the Open Molecules 2025 dataset.

energy	-365.79987	Ha
highest occupied orbital energy	-14.78	eV
M	108.16	g/mol
total charge	+1
ΔE to the lowest compared entry with this formula, charge and spin	19.36	kcal/mol

Structure (XYZ):
```
21
C4H14NO2 (ωB97M-V/def2-TZVPD)
O 1.5447 -1.2094 0.0143
O -0.4697 -0.7940 -2.8046
N -0.5607 0.0601 -0.1838
C 1.6271 -0.1398 0.9445
C -0.2708 1.0571 2.1279
C -1.9466 0.5919 -0.2406
C 0.3817 0.7583 0.7869
H 2.0535 -1.9608 0.3302
H -0.1471 0.1807 -1.1283
H -0.6836 -0.3258 -3.6306
H 0.5331 1.4036 2.7778
H -1.0084 1.8447 2.0235
H -1.8878 1.5871 -0.6733
H -2.5216 -0.0023 -0.9436
H 1.7064 -0.5408 1.9493
H -2.3979 0.5687 0.7381
H -0.6692 0.1527 2.5791
H 2.5212 0.4522 0.7592
H 0.6541 1.6800 0.2948
H -0.3059 -1.7025 -3.0824
H -0.4370 -0.9499 -0.0997
```

# 3
The following is a quantum chemistry calculation of a 3-piece molecular cluster, C4H14NO2 overall at a distorted geometry, from the Open Molecules 2025 dataset.

energy	-365.78752	Ha
highest occupied orbital energy	-14.07	eV
M	108.16	g/mol
total charge	+1
ΔE to the lowest compared entry with this formula, charge and spin	27.11	kcal/mol

Structure (XYZ):
```
21
C4H14NO2 (ωB97M-V/def2-TZVPD)
O 2.3771 1.5312 0.3458
O 2.1398 -0.8091 -1.3925
N -0.4913 -0.8383 -2.0642
C -1.4118 -0.3548 1.6313
C -1.3127 -0.7387 -0.8049
C -1.6820 0.9539 2.4060
C -0.8134 -0.1730 0.2720
H -0.8400 1.5830 2.6833
H 3.0674 -0.9214 -1.6534
H 0.1046 0.4191 0.2536
H -2.2632 -1.2280 -0.8514
H 0.5112 -1.0221 -1.8490
H 2.2827 2.4737 0.1764
H -2.3361 1.5681 1.7961
H -0.5608 0.1012 -2.4678
H -2.1482 0.6500 3.3402
H -0.8965 -1.5154 -2.7084
H 3.0575 1.4021 1.0138
H 2.1915 0.0039 -0.8568
H -0.8305 -1.0452 2.2427
H -2.4035 -0.8106 1.5062
```

# 4
The following is a quantum chemistry calculation of a 3-piece molecular cluster, C4H14NO2 overall at a distorted geometry, from the Open Molecules 2025 dataset.

energy	-365.81986	Ha
highest occupied orbital energy	-15.66	eV
M	108.16	g/mol
total charge	+1
ΔE to the lowest compared entry with this formula, charge and spin	6.82	kcal/mol

Structure (XYZ):
```
21
C4H14NO2 (ωB97M-V/def2-TZVPD)
O -2.2258 -0.9825 1.4687
O -0.9833 1.1265 -3.0809
N -0.1529 -0.2363 -0.5391
C 0.7667 0.9614 -0.4769
C 1.3410 -0.5097 1.3391
C 0.5709 -1.2989 0.2753
C 1.2055 0.9824 0.9658
H -0.2247 -1.9082 0.6969
H -2.9645 -1.5517 1.7489
H 2.3802 -0.8227 1.3393
H 0.9465 -0.6997 2.3349
H 1.1670 -1.8704 -0.4317
H -0.2368 -0.4608 -1.5296
H -1.9265 1.3397 -3.0236
H 0.4848 1.5024 1.5925
H 2.1369 1.5304 1.1387
H -0.9496 0.8883 -4.0188
H 0.2009 1.8122 -0.8523
H -2.0828 -0.4842 2.2945
H -1.0691 -0.0458 -0.1333
H 1.6156 0.7278 -1.1085
```

# 5
The following is a quantum chemistry calculation of a 2-piece molecular cluster, C4H14NO2 overall at a distorted geometry, from the Open Molecules 2025 dataset.

energy	-365.73451	Ha
highest occupied orbital energy	-14.23	eV
M	108.16	g/mol
total charge	+1
ΔE to the lowest compared entry with this formula, charge and spin	60.37	kcal/mol

Structure (XYZ):
```
21
C4H14NO2 (ωB97M-V/def2-TZVPD)
O -1.3211 0.8002 1.6966
O 0.2446 -1.0813 3.4165
N 1.0798 1.0739 -0.0288
C -0.2494 0.0863 -0.1551
C -1.3861 0.9076 0.2599
C -0.2351 -0.3860 -1.5560
C 1.2039 -1.1086 -2.0178
H 0.6229 2.0592 0.2148
H 1.9607 -0.3796 -1.8015
H 1.3972 -2.1059 -1.5233
H 1.5240 1.2880 -0.9505
H -0.0381 -2.0225 3.7965
H -1.9511 1.3212 2.2429
H -0.0284 -0.7398 0.5819
H -1.0247 -1.1004 -1.9106
H 1.0281 -1.3145 -3.0950
H -0.4341 -0.7609 2.8017
H -2.3058 0.4545 -0.0617
H -1.3166 1.9105 -0.2405
H -0.5192 0.4362 -2.2375
H 1.7483 0.6619 0.5675
```

# 6
The following is a quantum chemistry calculation of a 3-piece molecular cluster, C4H14NO2S overall at a distorted geometry, from the Open Molecules 2025 dataset.

energy	-764.21127	Ha
highest occupied orbital energy	-3.09	eV
M	140.23	g/mol
total charge	-1
ΔE to the lowest compared entry with this formula, charge and spin	38.92	kcal/mol

Structure (XYZ):
```
22
C4H14NO2S (ωB97M-V/def2-TZVPD)
S -1.6878 1.5227 -0.0417
O -1.6495 -1.4884 -1.0154
O -0.7107 0.1330 2.6294
N 1.1872 -0.3528 0.4089
C 0.1221 1.8777 -0.0049
C 1.8759 -1.5708 -0.0530
C 0.8776 0.6382 -0.6521
C 1.9757 -1.9539 -1.4653
H -0.1458 0.9162 2.9061
H -1.2995 0.5492 1.9057
H 0.3586 -0.6757 0.9854
H 2.8734 -1.4589 0.6038
H 2.6922 -1.2045 -1.9704
H -2.0689 -0.8181 -1.5124
H 0.2330 0.1145 -1.3570
H -1.6153 -1.2647 -0.0897
H 0.4993 2.0890 1.0007
H 2.4293 -2.9405 -1.6291
H 0.2654 2.8546 -0.4376
H 1.3069 -2.3165 0.4981
H 1.8774 1.0760 -0.8264
H 1.0616 -1.9183 -2.1323
```